This record from OMol25 describes a cluster of 3 separate species, C31H67ClN5O9P4S in total. The level of theory is the ωB97M-V functional and the def2-TZVPD basis.

Summary:
- Max |F|: 0.162 Eh/bohr
- Total charge: +1
- Energy: -4395.82526 hartree
- Lowest unoccupied orbital energy: -3.3442 eV

The geometry in XYZ format:
```
118
Properties=species:S:1:pos:R:3:forces:R:3:lowdin_charge:R:1
C 2.840 -5.067 4.007 -0.939 -0.023 0.093 0.138
C 2.226 -4.051 3.798 0.255 0.204 -0.844 -0.107
C 1.651 -2.770 3.260 -0.049 -1.257 1.942 -0.110
N 1.448 -2.824 1.811 2.594 1.080 2.436 -0.028
C 2.518 -2.631 1.022 -2.223 -2.037 -2.110 -0.379
P 4.282 -2.219 1.449 0.975 1.551 0.245 0.586
O 4.879 -3.400 2.409 -0.618 0.189 -0.724 -0.334
Cl 5.271 -2.450 -0.352 -0.873 -0.322 0.619 0.265
N 2.056 -2.757 -0.233 1.007 -0.093 -0.577 0.152
C 0.749 -3.023 -0.194 -0.160 0.166 1.258 -0.328
N -0.011 -3.232 -1.281 -0.046 0.693 -1.405 -0.201
C 0.715 -3.097 -2.594 -0.403 -0.272 -1.006 -0.174
C 1.330 -4.424 -3.140 0.221 -0.421 0.223 -0.165
C 0.917 -5.719 -2.398 0.167 -0.590 -1.081 -0.234
C 1.827 -6.940 -2.768 -0.297 0.335 0.894 -0.274
N 1.109 -8.221 -2.622 0.391 0.456 -0.141 -0.008
P -1.690 -3.627 -1.384 -0.679 -1.171 0.444 0.419
S -2.228 -5.370 -0.754 0.044 0.235 0.207 0.243
N 0.327 -3.043 1.104 -0.178 0.304 -1.067 0.065
C -0.928 -3.228 1.834 -0.137 -1.116 1.352 -0.117
C -0.928 -4.643 2.508 0.057 0.039 0.965 -0.162
C -1.445 -4.606 3.989 -0.331 -0.586 -0.408 -0.182
C -2.839 -5.305 4.148 -0.275 0.358 0.856 -0.180
C -3.966 -4.367 4.692 -0.790 -0.113 -0.777 -0.198
C -4.950 -3.911 3.555 1.751 -0.077 0.267 -0.176
C -4.186 -2.909 2.630 -1.052 -0.037 -0.379 -0.206
C -4.993 -1.633 2.227 1.193 -0.324 -0.874 -0.191
C -4.638 -1.266 0.753 -0.725 0.288 0.028 -0.292
C -5.684 -0.308 0.103 0.937 -0.576 0.019 -0.107
H 3.167 -6.073 4.208 0.174 0.488 0.017 0.057
H 2.363 -1.967 3.520 -0.349 -0.094 -0.525 0.128
H 0.746 -2.577 3.851 0.012 0.184 -0.618 0.121
H 5.519 -2.956 2.987 -0.082 -0.245 0.040 0.067
H 1.429 -2.265 -2.569 -0.174 -0.403 0.361 0.107
H -0.056 -2.789 -3.321 0.262 -0.004 0.413 0.098
H 2.431 -4.407 -3.198 -0.347 0.403 0.228 0.114
H 0.978 -4.542 -4.180 0.269 0.122 0.369 0.118
H -0.084 -5.997 -2.779 0.177 0.224 0.618 0.078
H 0.910 -5.642 -1.301 -0.229 0.147 -0.364 0.091
H 2.633 -6.952 -2.016 0.111 0.097 -0.603 0.111
H 2.267 -6.826 -3.771 -0.224 -0.061 0.252 0.106
H 0.110 -8.072 -2.557 0.095 -0.156 0.065 0.053
H 1.438 -8.699 -1.794 -0.293 -0.075 -0.091 0.060
H -2.042 -3.530 -2.753 0.694 0.616 0.331 0.016
H -2.397 -2.596 -0.724 0.405 0.195 -0.345 -0.028
H -0.946 -2.476 2.642 0.097 -0.112 -0.519 0.118
H -1.846 -3.056 1.269 0.639 -0.025 -0.396 0.060
H 0.095 -5.061 2.534 -0.321 0.381 -0.267 0.100
H -1.538 -5.371 1.962 0.226 0.454 -0.165 0.050
H -0.733 -5.130 4.650 -0.141 0.255 -0.396 0.107
H -1.491 -3.568 4.364 -0.069 -0.335 -0.143 0.091
H -3.193 -5.779 3.217 0.339 0.272 0.214 0.106
H -2.741 -6.128 4.877 0.103 0.273 -0.342 0.107
H -4.571 -4.905 5.437 0.406 0.278 0.027 0.105
H -3.513 -3.457 5.119 -0.270 -0.418 0.252 0.103
H -5.877 -3.481 3.958 0.291 -0.145 -0.115 0.107
H -5.153 -4.827 2.973 -0.453 0.459 0.207 0.107
H -3.966 -3.452 1.688 0.150 0.214 0.419 0.090
H -3.230 -2.594 3.079 -0.325 -0.178 -0.027 0.086
H -4.644 -0.782 2.833 -0.581 -0.272 0.070 0.115
H -6.076 -1.790 2.342 0.377 0.110 -0.023 0.113
H -4.618 -2.173 0.115 -0.007 0.223 0.409 0.087
H -3.617 -0.836 0.707 -0.402 -0.064 0.107 0.097
H -6.572 -0.920 -0.120 0.133 0.544 0.068 0.077
H -5.239 0.058 -0.838 -0.508 0.052 0.271 0.069
H -5.933 0.543 0.754 0.030 -0.319 -0.270 0.076
O 0.223 2.224 -3.231 -1.217 3.563 -1.107 -0.233
P 1.579 2.795 -3.530 4.431 -6.841 1.663 0.622
O 2.114 1.681 -4.629 -0.471 0.800 -0.221 -0.212
C 1.400 1.478 -5.844 -0.050 -0.189 -0.297 -0.292
C 1.729 2.542 -6.874 -0.044 0.132 0.081 -0.074
O 2.348 2.238 -2.184 -0.002 0.873 0.113 -0.210
C 1.609 1.827 -1.042 -0.107 -0.152 0.041 -0.291
C 1.298 0.344 -1.103 0.095 -0.337 0.024 -0.080
O 2.948 3.718 -3.775 -2.963 1.958 -0.016 -0.178
C 2.907 4.938 -4.525 0.441 0.389 -0.456 -0.269
C 1.613 5.708 -4.391 -0.087 -0.159 0.116 -0.073
H 0.323 1.439 -5.659 0.019 0.005 0.087 0.107
H 1.703 0.501 -6.226 0.062 -0.002 0.145 0.118
H 1.320 3.511 -6.572 -0.025 0.008 -0.052 0.063
H 1.301 2.289 -7.845 -0.012 0.004 0.031 0.083
H 2.808 2.654 -6.984 -0.008 -0.078 -0.020 0.084
H 0.703 2.421 -0.928 -0.053 -0.097 -0.109 0.092
H 2.230 2.029 -0.165 0.127 0.060 -0.129 0.116
H 0.922 0.041 -2.081 -0.155 0.246 -0.008 0.068
H 0.555 0.067 -0.347 0.009 0.047 0.033 0.076
H 2.200 -0.244 -0.929 0.042 0.070 0.026 0.058
H 3.122 4.722 -5.573 -0.069 -0.101 0.000 0.105
H 3.729 5.557 -4.161 0.025 -0.158 0.094 0.126
H 0.748 5.103 -4.695 0.032 0.011 -0.101 0.076
H 1.636 6.598 -5.020 -0.031 -0.022 0.008 0.097
H 1.455 6.017 -3.359 0.043 0.009 -0.067 0.040
O -0.202 6.058 2.732 -0.701 -2.386 -2.718 -0.229
P 0.286 6.858 1.565 2.402 6.411 3.776 0.601
O 1.865 7.114 1.969 -0.416 -0.711 -0.569 -0.201
C 2.724 6.008 2.208 0.308 -0.107 0.095 -0.289
C 3.231 5.398 0.913 -0.157 -0.062 -0.054 -0.075
O -0.338 8.321 1.942 -0.254 -0.487 -0.724 -0.210
C -1.375 8.447 2.916 -0.040 0.070 0.389 -0.288
C -0.801 8.685 4.299 0.193 0.163 0.158 -0.075
O 0.514 7.460 0.022 -1.520 -2.895 0.127 -0.172
C 0.562 6.590 -1.105 0.211 -0.020 -0.470 -0.304
C -0.331 5.373 -0.985 -0.080 0.052 0.097 -0.076
H 2.223 5.253 2.821 -0.071 0.062 0.010 0.107
H 3.571 6.387 2.783 -0.102 0.116 0.010 0.120
H 2.417 4.896 0.378 0.036 -0.045 -0.014 0.052
H 4.007 4.657 1.108 -0.019 0.009 0.005 0.080
H 3.638 6.168 0.256 0.042 0.006 0.059 0.085
H -2.032 7.578 2.899 0.139 -0.085 0.034 0.102
H -1.983 9.306 2.627 0.143 0.001 -0.177 0.116
H 0.020 8.004 4.528 -0.142 -0.189 -0.097 0.071
H -1.568 8.570 5.067 -0.017 0.025 -0.044 0.078
H -0.390 9.693 4.374 -0.065 0.019 -0.022 0.076
H 1.600 6.295 -1.288 0.037 -0.039 0.147 0.094
H 0.249 7.177 -1.972 -0.015 0.144 0.153 0.120
H -0.090 4.781 -0.094 0.067 -0.019 -0.048 0.064
H -0.218 4.725 -1.856 -0.060 -0.020 0.031 0.059
H -1.378 5.672 -0.911 0.016 -0.021 -0.018 0.094
```
Positions in Å, forces in eV/Å.